1.
This record from the OMol25 dataset describes C36H45BaClFN10O10PS2 as an isolated structure. The level of theory is ωB97M-V/def2-TZVPD.

Results
frontier orbital gap: 3.81 eV
E_HOMO: -0.03275 hartree
energy relative to the best compared isomer or geometry (same formula, charge and spin): 5.98 kJ/mol
net charge: -2

Last column: Mulliken charge in e.
CARTESIAN COORDINATES (ANGSTROEM)
Ba (0.024257, 0.678238, -0.006046)  1.56
N (-1.264890, -1.454914, -4.640512)  -0.79
C (-1.398522, -0.057325, -4.283586)  -0.51
C (-0.874934, 0.209214, -2.949416)  0.75
O (-0.951393, 1.352255, -2.414665)  -0.60
O (-0.239864, -0.730580, -2.375768)  -0.78
H (-1.744212, -2.115444, -3.997661)  0.31
H (-0.296725, -1.682713, -4.603440)  0.29
H (-2.466662, 0.328843, -4.341424)  0.27
H (-0.787734, 0.512505, -5.006267)  0.23
S (3.877717, -5.369924, 0.791088)  -0.33
C (3.112480, -3.816917, 0.441655)  1.23
C (2.505233, -3.532889, -0.770088)  -0.39
C (1.608738, -2.471663, -0.801631)  -1.41
N (1.378233, -1.708306, 0.270595)  0.86
C (1.961154, -2.029382, 1.413301)  -0.91
C (2.870513, -3.061252, 1.587874)  -1.18
C (4.565130, -5.907715, -0.714576)  0.39
C (4.218187, -7.194959, -1.168646)  -0.30
C (4.981337, -7.756029, -2.178955)  -0.36
N (5.938769, -7.109931, -2.793634)  -0.61
C (6.171807, -5.870731, -2.469797)  -0.26
C (5.508530, -5.192358, -1.450104)  -0.24
H (2.678764, -4.123996, -1.657542)  0.53
H (1.080893, -2.205605, -1.707339)  0.41
H (1.698280, -1.428035, 2.213700)  0.71
H (3.170082, -3.393980, 2.577113)  0.42
H (3.430454, -7.723146, -0.605371)  0.38
H (4.828370, -8.790884, -2.419755)  0.36
H (6.980121, -5.344830, -3.023194)  0.30
H (5.827775, -4.247593, -1.086951)  0.45
C (-3.489995, 0.980215, 3.706145)  -0.68
C (-2.184978, 0.874935, 3.112946)  0.37
N (-1.177153, 0.840871, 2.568476)  -0.38
H (-3.993376, 1.932285, 3.428756)  0.34
H (-3.477449, 0.837565, 4.771974)  0.35
H (-4.152579, 0.195246, 3.293869)  -0.04
O (-0.713672, 5.316517, -0.158488)  -0.70
Cl (0.534207, 4.629427, 0.037416)  1.79
O (1.618060, 5.358639, -0.602005)  -0.68
O (0.836376, 4.451864, 1.444425)  -0.72
O (0.456737, 3.305913, -0.577926)  -0.66
O (-9.237991, 1.645237, 2.701063)  -0.64
S (-9.720177, 2.920860, 2.217075)  1.15
O (-11.152972, 2.970379, 1.870663)  -0.70
O (-9.193371, 4.088009, 2.921354)  -0.69
C (-8.772565, 3.133170, 0.661933)  0.14
N (-9.233651, 3.977879, -0.261944)  -0.53
C (-8.411813, 4.339516, -1.242416)  -0.26
C (-7.125935, 3.888547, -1.284274)  -0.76
C (-6.739602, 2.984630, -0.266505)  0.31
N (-7.552410, 2.603860, 0.722212)  -0.33
C (-5.413177, 2.296382, -0.222009)  1.47
C (-5.395035, 1.046410, 0.346391)  -0.64
C (-4.154905, 0.383317, 0.369718)  -1.19
N (-3.004273, 0.898289, -0.113130)  0.47
C (-3.091447, 2.151489, -0.614079)  -0.46
C (-4.252644, 2.837113, -0.753631)  -1.21
H (-8.738236, 5.006299, -2.023450)  0.40
H (-6.460323, 4.164825, -2.100229)  0.34
H (-6.260983, 0.589092, 0.752706)  0.63
H (-4.070865, -0.615948, 0.776220)  0.66
H (-2.197369, 2.668932, -0.822340)  0.50
H (-4.171633, 3.794390, -1.229015)  0.44
F (-5.299165, -1.866220, 3.960945)  -0.40
C (-4.112672, -2.542873, 3.757061)  0.13
C (-3.015345, -2.250580, 4.543977)  -0.24
C (-1.763817, -2.682594, 4.181737)  -0.83
C (-1.531956, -3.561479, 3.075867)  0.97
C (-0.286194, -4.034143, 2.706353)  -1.53
C (-2.675729, -3.746838, 2.220909)  -0.89
C (-3.926597, -3.271327, 2.588213)  -0.17
H (-3.169217, -1.715048, 5.443495)  0.58
H (-0.977781, -2.487919, 4.866194)  0.34
H (-0.138368, -4.771139, 1.876861)  0.21
H (0.476024, -3.913559, 3.423935)  0.38
H (-2.517631, -4.372164, 1.326571)  0.23
H (-4.770912, -3.390694, 1.902320)  0.38
C (6.414728, 1.266938, -0.045840)  -1.09
N (5.035431, 0.805991, -0.309641)  0.55
C (4.953843, -0.553955, -0.782984)  -0.77
P (3.727336, 1.902142, -0.620491)  -0.34
O (2.577451, 0.958647, -0.613053)  0.07
N (3.900573, 2.766152, -2.057952)  0.05
C (2.676634, 2.822002, -2.887803)  -0.86
C (4.988626, 2.206103, -2.894375)  -1.11
N (3.727842, 3.009380, 0.550014)  0.54
C (4.155981, 4.423206, 0.393694)  -1.13
C (3.244117, 2.472162, 1.869620)  -1.15
H (6.915407, 0.601679, 0.676587)  0.32
H (6.242489, 2.193436, 0.501211)  0.23
H (6.995062, 1.270761, -0.962400)  0.39
H (5.448065, -1.293388, -0.106566)  0.39
H (5.419990, -0.639248, -1.768798)  0.29
H (3.909994, -0.890248, -0.862772)  -0.12
H (1.891391, 3.327626, -2.318669)  0.11
H (2.355038, 1.809403, -3.220404)  0.32
H (2.873127, 3.377991, -3.855033)  0.28
H (5.893217, 2.271078, -2.334569)  0.28
H (5.029096, 2.823794, -3.768884)  0.43
H (4.773648, 1.159497, -3.107663)  0.29
H (4.139376, 4.620627, -0.685670)  0.36
H (5.180290, 4.577340, 0.785267)  0.27
H (3.427206, 5.112958, 0.831395)  0.43
H (2.198721, 2.313667, 1.807625)  0.21
H (3.552459, 3.152549, 2.662122)  0.39
H (3.765580, 1.482187, 1.990734)  0.32

Cartesian forces (eV/Å) of the 2 atoms listed first:
Ba -0.56 0.15 -0.56
N -1.54 -0.85 -0.68

=====

2.
This record from the OMol25 dataset describes C33H69IN2O8Si2 as an isolated structure. The level of theory is ωB97M-V/def2-TZVPD.

Results
frontier orbital gap: 9.45 eV
E_HOMO: -0.32079 hartree
energy relative to the best compared isomer or geometry (same formula, charge and spin): 261.27 kJ/mol

Last column: Mulliken charge in e.
CARTESIAN COORDINATES (ANGSTROEM)
C (3.015732, 2.820653, -0.456655)  -0.64
C (1.545702, 2.729702, -1.078681)  -0.53
N (1.006602, 1.347257, -1.217859)  0.70
C (0.478841, 0.797678, 0.060367)  -0.47
C (-0.841153, 1.587121, 0.580855)  -0.78
Si (-2.062586, 1.794988, -0.918012)  0.41
C (-3.786440, 1.238097, -0.219943)  -0.65
C (-4.797422, 0.868733, -1.377576)  0.43
C (-5.359575, -0.630770, -1.414738)  -1.00
N (-5.201036, 1.686703, -2.314990)  -0.67
O (-2.262454, 3.443030, -1.400131)  -0.19
Si (-1.652349, 3.789741, -2.978485)  0.52
I (-2.205300, 2.131118, -4.716852)  -0.12
C (1.999927, 0.488207, -1.842439)  0.49
C (2.400094, -0.970648, -1.334149)  -0.32
O (2.575878, 0.882296, -2.892994)  -0.67
H (3.157983, 3.899101, -0.088471)  0.29
H (3.164849, 2.141285, 0.441337)  -0.22
H (3.787878, 2.619306, -1.259332)  0.37
H (1.595444, 3.166614, -2.137358)  0.22
H (0.867240, 3.423770, -0.486767)  0.09
H (1.299191, 0.806334, 0.867286)  -0.22
H (0.120842, -0.280674, -0.094249)  0.49
H (-0.589746, 2.570556, 1.085126)  0.44
H (-1.317937, 0.869309, 1.340875)  0.47
H (-1.560183, 0.903015, -1.960086)  -0.13
H (-3.688869, 0.457033, 0.595345)  0.37
H (-4.207169, 2.181496, 0.288324)  0.34
H (-6.024642, -0.752346, -0.491231)  0.20
H (-4.455348, -1.316639, -1.312806)  0.30
H (-5.998598, -0.848167, -2.325123)  0.34
H (-5.858071, 1.205857, -2.950363)  0.25
H (-2.298463, 5.055817, -3.396453)  -0.20
H (-0.210609, 4.118590, -2.896505)  -0.18
H (2.988778, -1.561291, -2.112452)  0.24
H (2.948743, -0.924984, -0.314403)  -0.14
H (1.403914, -1.532097, -1.206358)  0.27
C (5.056991, 0.108606, 3.787150)  -0.55
C (5.929584, -0.876182, 3.041580)  -0.26
C (4.909651, -1.649220, 2.227921)  -0.47
O (3.831910, -0.744750, 1.946586)  -0.32
C (3.992440, 0.429073, 2.756347)  -0.37
H (5.592084, 0.993123, 4.135805)  0.20
H (4.602033, -0.380846, 4.654728)  0.29
H (6.609100, -0.337526, 2.374878)  0.08
H (6.527047, -1.515508, 3.693491)  0.35
H (4.501163, -2.490930, 2.797742)  0.30
H (5.322316, -2.030771, 1.291117)  0.23
H (4.309007, 1.247653, 2.101117)  0.14
H (3.035126, 0.696176, 3.209962)  0.34
C (5.326883, -5.009390, -3.498694)  -0.54
C (3.987405, -5.447229, -4.051098)  -0.56
C (3.023763, -4.577633, -3.266843)  -0.51
O (3.714301, -3.355808, -2.971883)  -0.31
C (5.105702, -3.525747, -3.276096)  -0.49
H (6.166374, -5.219404, -4.163095)  0.33
H (5.514506, -5.507336, -2.541836)  0.27
H (3.928214, -5.203629, -5.116625)  0.27
H (3.790465, -6.513927, -3.933777)  0.33
H (2.749118, -5.046014, -2.315566)  0.29
H (2.109895, -4.357347, -3.822866)  0.28
H (5.323077, -2.951587, -4.182940)  0.31
H (5.711657, -3.128394, -2.459058)  0.25
C (-10.764274, -0.903256, -1.146496)  -0.62
C (-10.395071, -2.326901, -0.787929)  -0.40
C (-9.003082, -2.448496, -1.376029)  -0.30
O (-8.413396, -1.141286, -1.321963)  -0.28
C (-9.435147, -0.186949, -1.001699)  -0.47
H (-11.546897, -0.479691, -0.515135)  0.34
H (-11.101793, -0.858221, -2.186986)  0.27
H (-10.351793, -2.436010, 0.300785)  0.19
H (-11.088747, -3.073006, -1.177857)  0.37
H (-9.040614, -2.756082, -2.426463)  0.28
H (-8.377532, -3.156143, -0.828422)  0.05
H (-9.273171, 0.144382, 0.029957)  0.28
H (-9.349879, 0.678327, -1.662468)  0.29
C (2.577424, 7.617207, -2.239560)  -0.51
C (1.181736, 8.038534, -1.831425)  -0.54
C (0.949472, 7.197059, -0.591633)  0.03
O (2.230857, 6.996760, 0.020002)  -0.43
C (3.251208, 7.416511, -0.895705)  -0.39
H (3.090579, 8.346432, -2.868285)  0.34
H (2.534734, 6.667110, -2.782036)  0.22
H (1.176879, 9.101193, -1.568306)  0.25
H (0.429094, 7.875318, -2.604367)  0.33
H (0.543452, 6.212507, -0.849742)  -0.18
H (0.273967, 7.676737, 0.120074)  0.33
H (3.674125, 8.354600, -0.519748)  0.29
H (4.044452, 6.666597, -0.931001)  0.27
C (9.765115, 1.927688, 5.313062)  -0.56
C (10.638416, 0.943344, 4.565640)  -0.55
C (9.617773, 0.172804, 3.750634)  -0.44
O (8.541160, 1.077974, 3.470723)  -0.31
C (8.700997, 2.249989, 4.282062)  -0.41
H (10.299686, 2.811778, 5.663568)  0.35
H (9.309982, 1.436835, 6.179406)  0.27
H (11.318788, 1.482760, 3.899029)  0.26
H (11.235446, 0.302649, 5.216316)  0.33
H (9.208862, -0.669608, 4.319235)  0.25
H (10.029992, -0.207385, 2.813351)  0.31
H (9.017533, 3.069686, 3.628149)  0.27
H (7.743660, 2.516271, 4.735513)  0.25
C (-8.482048, -5.716954, 2.722246)  -0.63
C (-8.967522, -7.084445, 2.295847)  -0.53
C (-9.557934, -6.797197, 0.929423)  -0.45
O (-8.812545, -5.704083, 0.374670)  -0.37
C (-7.999646, -5.129985, 1.409846)  -0.25
H (-7.704379, -5.745546, 3.486914)  0.35
H (-9.320956, -5.129085, 3.108624)  0.27
H (-8.116825, -7.766594, 2.199369)  0.26
H (-9.685947, -7.530757, 2.985063)  0.33
H (-10.604806, -6.484349, 1.006335)  0.27
H (-9.500033, -7.657387, 0.258919)  0.26
H (-6.958785, -5.406721, 1.209885)  0.25
H (-8.082402, -4.041074, 1.381539)  0.22

Cartesian forces (eV/Å) of the 2 atoms listed first:
C -0.29 0.79 0.05
C 0.89 1.27 -0.81

=====

3.
This record from the OMol25 dataset describes C37H46BiF3N4O2P2S4 as an isolated structure. The level of theory is ωB97M-V/def2-TZVPD.

Results
frontier orbital gap: 8.25 eV
E_HOMO: -0.47734 hartree
energy relative to the best compared isomer or geometry (same formula, charge and spin): 53.23 kJ/mol
net charge: +2

Last column: Mulliken charge in e.
CARTESIAN COORDINATES (ANGSTROEM)
Bi (0.473501, -0.088707, -0.999283)  1.60
O (-1.162259, -1.260525, 1.148275)  -0.30
S (-2.587614, -1.761821, 1.362399)  0.48
C (-3.598894, -0.282050, 1.821961)  -1.02
C (-3.094864, 0.520451, 2.981060)  -1.34
C (-1.670510, 1.212034, 2.878893)  0.16
C (-1.596727, 1.988363, 1.581104)  -0.24
S (-0.006539, 2.492947, 1.125285)  0.37
O (0.710626, 1.138576, 0.996441)  -1.47
C (0.582164, 3.305713, 2.616593)  0.97
C (0.213654, 4.639095, 2.718433)  -0.51
C (0.522982, 5.310668, 3.900471)  -0.93
C (1.221667, 4.642778, 4.877275)  -0.50
C (1.566130, 3.291464, 4.712678)  -0.91
C (1.176742, 2.549604, 3.635574)  -0.45
C (-2.539883, -2.563672, 2.945336)  0.73
C (-3.708819, -3.212905, 3.354016)  -0.76
C (-3.792410, -3.650405, 4.680883)  -0.71
C (-2.671194, -3.630925, 5.499253)  -0.50
C (-1.510357, -3.009058, 5.033288)  -0.86
C (-1.444340, -2.444693, 3.797621)  -0.07
H (-4.560510, -0.735371, 2.098551)  0.66
H (-3.743251, 0.295100, 0.903649)  0.53
H (-3.165186, -0.094239, 3.876464)  0.44
H (-3.864768, 1.254409, 3.214594)  0.55
H (-0.821060, 0.509762, 2.926175)  -0.25
H (-1.557249, 1.880872, 3.707453)  0.73
H (-2.208978, 2.856346, 1.696639)  0.70
H (-1.912827, 1.393565, 0.721322)  -0.20
H (-0.166002, 5.145519, 1.870387)  0.59
H (0.299901, 6.321889, 4.076668)  0.50
H (1.441138, 5.190422, 5.789377)  0.42
H (2.200602, 2.931638, 5.506742)  0.43
H (1.353927, 1.510145, 3.525799)  0.47
H (-4.567950, -3.288749, 2.693493)  0.50
H (-4.728720, -4.081306, 5.106610)  0.38
H (-2.696730, -4.117599, 6.483999)  0.39
H (-0.703980, -3.017472, 5.725416)  0.48
H (-0.526407, -1.919114, 3.478281)  0.12
C (2.347020, -1.377149, 1.639192)  -0.44
P (1.929269, -2.050382, 0.046640)  0.61
C (3.402190, -2.242472, -1.022261)  -0.92
C (1.080885, -3.653566, 0.228502)  -0.17
C (0.650111, -4.174653, -1.129315)  -1.63
P (-1.027734, -3.467134, -1.464013)  1.11
C (-2.056125, -4.690869, -0.499981)  -1.41
C (-1.206887, -4.121399, -3.188961)  -1.25
H (2.995116, -2.098135, 2.216218)  0.63
H (1.414656, -1.278235, 2.195546)  -0.19
H (2.815871, -0.398942, 1.539753)  0.04
H (4.255584, -2.777832, -0.580708)  0.52
H (3.749769, -1.237213, -1.228266)  0.35
H (3.139782, -2.652238, -1.997672)  0.37
H (0.263851, -3.464416, 0.906464)  -0.32
H (1.790135, -4.266134, 0.790523)  0.66
H (0.571992, -5.243947, -1.127933)  0.75
H (1.289464, -3.901927, -1.946208)  0.63
H (-1.765539, -5.737751, -0.728922)  0.44
H (-3.077038, -4.587878, -0.794802)  0.43
H (-1.987828, -4.492730, 0.534864)  0.40
H (-1.157021, -5.197881, -3.180094)  0.44
H (-0.348034, -3.849573, -3.830955)  0.29
H (-2.164101, -3.844990, -3.665184)  0.38
C (3.559934, -0.212372, -5.109998)  -0.74
N (2.264990, 0.390772, -5.255786)  0.28
C (1.868888, 1.490317, -6.027999)  -0.74
C (0.576510, 1.729724, -5.699692)  -0.46
N (0.143005, 0.710664, -4.869425)  0.62
C (1.186186, -0.059528, -4.528324)  -0.82
S (1.205933, -1.391072, -3.466741)  0.02
C (-1.187926, 0.575309, -4.467194)  0.22
C (-2.163265, 0.820698, -5.417716)  -0.99
C (-3.495824, 0.690478, -5.103879)  -0.63
C (-3.848270, 0.371524, -3.785486)  -0.98
C (-2.798332, 0.141814, -2.903835)  -0.26
N (-1.505597, 0.210372, -3.210334)  0.25
H (3.641106, -1.099139, -5.734119)  0.34
H (3.690946, -0.567228, -4.102799)  0.22
H (4.378362, 0.474323, -5.411663)  0.32
H (2.399453, 2.018236, -6.758264)  0.55
H (-0.123803, 2.501550, -6.045464)  0.54
H (-1.855276, 1.058079, -6.452823)  0.53
H (-4.242024, 0.879780, -5.825870)  0.49
H (-4.887899, 0.300026, -3.476209)  0.48
H (-3.085898, -0.188908, -1.914501)  0.41
F (0.489169, 3.607854, -1.724628)  -0.22
C (1.697320, 4.141982, -1.728027)  0.46
F (2.193511, 3.914267, -2.972476)  -0.22
F (1.467384, 5.474514, -1.562765)  -0.32
C (2.586288, 3.581173, -0.585119)  -0.09
C (2.880563, 4.346961, 0.500961)  0.03
C (3.683169, 3.896103, 1.525305)  -0.74
C (4.189522, 2.615608, 1.400553)  -0.62
N (3.871787, 1.813644, 0.375579)  -0.48
C (3.072863, 2.261782, -0.601883)  0.27
S (2.703680, 1.024348, -1.851669)  -0.16
H (2.474670, 5.348110, 0.547127)  0.58
H (3.936655, 4.454860, 2.407896)  0.53
H (4.971829, 2.258068, 2.055665)  0.45

Cartesian forces (eV/Å) of the 2 atoms listed first:
Bi 0.11 -0.30 -0.99
O -0.43 -0.03 -0.17